Entry 1:
C3H9Br2N3 | ωB97M-V with the def2-TZVPD basis set

CARTESIAN COORDINATES (ANGSTROEM)
C -1.964 -0.289 -0.881
C 1.060 -0.040 -0.818
C 1.919 0.961 -0.707
N -1.934 0.103 -2.080
N -1.860 -0.623 0.228
N 2.393 1.474 0.599
Br -3.829 -2.565 2.236
Br 2.701 1.938 -2.158
H 0.697 -0.577 0.041
H 0.808 -0.416 -1.791
H -2.258 1.031 -2.343
H -1.831 -0.582 -2.828
H -2.309 -1.061 1.029
H -4.589 -3.212 3.194
H 2.405 2.509 0.590
H 1.809 1.146 1.386
H 3.369 1.172 0.772

* E_LUMO: -0.2651 Ha
* net charge: +2
* gap between HOMO and LUMO: 9.44 eV
* HOMO level: -16.65 eV
* energy above the lowest of the compared OMol25 structures with the same formula, charge and spin: 10.09 kcal/mol

List of Löwdin charges in e, atom by atom: number 1, C, carries -0.153; number 2, C, carries -0.007; number 3, C, carries -0.729; number 4, N, carries 0.261; number 5, N, carries 0.351; number 6, N, carries 0.175; number 7, Br, carries 0.433; number 8, Br, carries 0.860; number 9, H, carries 0.072; number 10, H, carries 0.075; number 11, H, carries 0.180; number 12, H, carries 0.181; number 13, H, carries 0.011; number 14, H, carries -0.256; number 15, H, carries 0.170; number 16, H, carries 0.184; number 17, H, carries 0.192

---

Entry 2:
C50H90F3O18V | ωB97M-V with the def2-TZVPD basis set

CARTESIAN COORDINATES (ANGSTROEM)
O 22.206 12.837 12.983
V 21.468 14.151 12.543
O 22.284 15.233 13.419
C 18.788 15.283 12.922
O 17.718 14.460 13.381
O 19.650 14.605 12.170
C 17.930 16.252 12.099
F 18.551 17.349 11.526
F 17.295 15.648 11.072
F 16.961 16.791 12.900
C 17.747 14.114 14.787
C 17.978 12.611 15.038
H 17.715 12.410 16.059
H 17.418 12.026 14.336
H 19.030 12.381 14.843
H 16.856 14.421 15.330
H 18.521 14.703 15.270
H 19.278 15.870 13.738
C 10.950 17.450 17.658
C 11.939 16.250 17.714
C 12.516 15.906 16.330
C 13.688 14.909 16.331
C 13.344 13.448 16.585
C 14.554 12.551 16.688
H 11.401 18.384 17.265
H 10.664 17.788 18.660
H 10.096 17.287 17.030
H 12.762 16.389 18.443
H 11.381 15.389 18.134
H 12.788 16.889 15.858
H 11.671 15.600 15.723
H 14.227 14.949 15.380
H 14.401 15.239 17.150
H 12.782 13.370 17.559
H 12.644 13.115 15.835
H 14.303 11.504 16.863
H 15.184 12.608 15.789
H 15.141 12.907 17.557
C 23.848 17.379 10.130
C 22.386 17.732 10.336
C 22.229 19.251 10.095
C 20.838 19.715 10.479
C 20.765 19.875 12.015
C 19.396 20.403 12.391
H 24.051 17.618 9.095
H 24.109 16.367 10.411
H 24.389 18.095 10.720
H 21.728 17.198 9.656
H 22.027 17.430 11.326
H 22.601 19.442 9.066
H 22.887 19.782 10.800
H 20.536 20.660 9.996
H 20.124 18.967 10.136
H 20.877 18.883 12.428
H 21.627 20.458 12.390
H 19.283 20.506 13.497
H 19.263 21.358 11.858
H 18.610 19.677 12.128
C 9.434 16.892 13.331
C 10.433 17.979 13.067
C 11.847 17.450 12.699
C 12.861 18.597 12.740
C 14.296 18.193 12.758
C 15.211 19.347 12.907
H 8.526 17.332 13.735
H 9.811 16.131 14.036
H 9.187 16.246 12.496
H 10.140 18.576 12.245
H 10.462 18.563 13.983
H 11.784 16.874 11.767
H 12.130 16.742 13.498
H 12.679 19.200 11.858
H 12.587 19.265 13.566
H 14.429 17.419 13.503
H 14.492 17.636 11.840
H 15.180 19.813 13.901
H 16.255 19.177 12.717
H 14.939 20.145 12.201
O 13.773 15.417 10.622
C 13.652 14.668 11.576
O 12.495 14.129 11.930
C 12.656 13.249 13.066
C 14.098 12.819 12.909
C 14.714 14.051 12.429
H 11.886 12.485 13.004
H 12.502 13.856 13.954
H 14.245 12.039 12.154
H 14.550 12.478 13.845
H 15.633 14.035 11.901
H 14.832 14.760 13.239
O 22.370 14.198 10.765
C 21.964 14.482 9.624
O 22.857 14.515 8.655
C 22.063 14.420 7.396
C 20.806 15.212 7.761
C 20.565 14.739 9.184
H 21.882 13.366 7.194
H 22.737 14.823 6.640
H 20.018 14.904 7.057
H 20.938 16.295 7.660
H 19.961 13.839 9.244
H 20.130 15.500 9.822
O 22.688 11.839 17.649
C 22.548 13.026 17.461
O 22.971 13.984 18.334
C 22.451 15.239 17.970
C 22.175 15.167 16.434
C 21.744 13.711 16.341
H 23.276 15.958 18.191
H 21.535 15.439 18.603
H 23.072 15.363 15.834
H 21.518 15.993 16.165
H 21.947 13.277 15.350
H 20.658 13.607 16.571
O 11.825 9.692 13.733
C 12.959 9.336 13.793
O 13.891 10.149 14.356
C 15.161 9.507 14.306
C 15.081 8.356 13.283
C 13.629 8.027 13.229
H 15.363 9.186 15.312
H 15.861 10.265 13.989
H 15.734 7.505 13.522
H 15.444 8.621 12.312
H 13.346 7.213 13.872
H 13.207 7.880 12.240
O 14.957 20.487 7.916
C 15.465 19.399 8.136
O 15.245 18.359 7.327
C 16.003 17.178 7.727
C 17.150 17.842 8.420
C 16.553 19.075 9.101
H 16.313 16.716 6.778
H 15.305 16.559 8.304
H 17.886 18.146 7.669
H 17.716 17.154 9.063
H 17.232 19.912 9.104
H 16.168 18.859 10.136
O 20.659 11.962 10.767
C 19.618 11.340 10.908
O 19.597 10.011 11.022
C 18.285 9.457 11.034
C 17.337 10.642 11.172
C 18.173 11.838 10.760
H 18.341 8.781 11.865
H 18.134 8.945 10.086
H 16.996 10.803 12.200
H 16.497 10.518 10.512
H 18.036 12.767 11.292
H 18.066 12.040 9.703
O 18.073 9.202 14.853
C 19.207 8.979 14.691
O 19.658 8.125 13.735
C 21.071 8.134 13.660
C 21.436 9.434 14.351
C 20.374 9.667 15.356
H 21.308 7.963 12.617
H 21.411 7.272 14.197
H 21.635 10.245 13.678
H 22.366 9.282 14.937
H 20.107 10.683 15.543
H 20.572 9.199 16.314

* E_LUMO: -0.0188 Ha
* net charge: 0
* gap between HOMO and LUMO: 9.29 eV
* HOMO level: -9.80 eV

Löwdin population analysis, charges in e, atoms 1 to 99: number 1, O, carries -0.312; number 2, V, carries 0.919; number 3, O, carries -0.329; number 4, C, carries -0.405; number 5, O, carries -0.093; number 6, O, carries -0.191; number 7, C, carries -0.467; number 8, F, carries 0.096; number 9, F, carries 0.139; number 10, F, carries 0.123; number 11, C, carries -0.193; number 12, C, carries -0.043; number 13, H, carries 0.080; number 14, H, carries 0.049; number 15, H, carries 0.059; number 16, H, carries 0.104; number 17, H, carries 0.106; number 18, H, carries 0.174; number 19, C, carries -0.111; number 20, C, carries -0.258; number 21, C, carries -0.231; number 22, C, carries -0.219; number 23, C, carries -0.273; number 24, C, carries -0.109; number 25, H, carries 0.072; number 26, H, carries 0.065; number 27, H, carries 0.056; number 28, H, carries 0.108; number 29, H, carries 0.104; number 30, H, carries 0.114; number 31, H, carries 0.090; number 32, H, carries 0.082; number 33, H, carries 0.130; number 34, H, carries 0.126; number 35, H, carries 0.087; number 36, H, carries 0.073; number 37, H, carries 0.041; number 38, H, carries 0.087; number 39, C, carries -0.090; number 40, C, carries -0.263; number 41, C, carries -0.215; number 42, C, carries -0.228; number 43, C, carries -0.268; number 44, C, carries -0.116; number 45, H, carries 0.075; number 46, H, carries 0.066; number 47, H, carries 0.071; number 48, H, carries 0.076; number 49, H, carries 0.099; number 50, H, carries 0.122; number 51, H, carries 0.107; number 52, H, carries 0.115; number 53, H, carries 0.091; number 54, H, carries 0.086; number 55, H, carries 0.117; number 56, H, carries 0.083; number 57, H, carries 0.079; number 58, H, carries 0.045; number 59, C, carries -0.122; number 60, C, carries -0.263; number 61, C, carries -0.199; number 62, C, carries -0.228; number 63, C, carries -0.301; number 64, C, carries -0.119; number 65, H, carries 0.069; number 66, H, carries 0.063; number 67, H, carries 0.070; number 68, H, carries 0.096; number 69, H, carries 0.100; number 70, H, carries 0.113; number 71, H, carries 0.089; number 72, H, carries 0.117; number 73, H, carries 0.116; number 74, H, carries 0.094; number 75, H, carries 0.097; number 76, H, carries 0.084; number 77, H, carries 0.033; number 78, H, carries 0.086; number 79, O, carries 0.089; number 80, C, carries -0.491; number 81, O, carries 0.040; number 82, C, carries -0.095; number 83, C, carries -0.153; number 84, C, carries -0.101; number 85, H, carries 0.132; number 86, H, carries 0.101; number 87, H, carries 0.133; number 88, H, carries 0.091; number 89, H, carries 0.101; number 90, H, carries 0.118; number 91, O, carries 0.007; number 92, C, carries -0.428; number 93, O, carries 0.078; number 94, C, carries -0.069; number 95, C, carries -0.131; number 96, C, carries -0.067; number 97, H, carries 0.134; number 98, H, carries 0.133; number 99, H, carries 0.127

---

Entry 3:
H37O18 | ωB97M-V with the def2-TZVPD basis set

CARTESIAN COORDINATES (ANGSTROEM)
O -2.706 2.113 -4.579
H -2.423 -4.818 -0.420
H -1.737 2.331 -4.521
O 1.455 0.246 2.762
H 0.459 0.904 6.312
O 5.812 -0.075 1.454
H 6.011 0.044 0.523
H 1.528 2.858 4.152
O 4.220 2.522 1.526
H 1.632 1.080 3.200
H 4.734 3.039 0.919
O 0.295 -2.174 3.118
H 0.767 -2.965 2.853
H 0.057 1.356 -4.431
O 0.768 1.069 5.407
H 1.059 0.162 5.219
H -1.606 1.147 -0.622
O -2.397 -2.739 2.428
H -2.066 0.025 -2.476
H -4.177 0.085 3.930
O -2.111 -1.527 -0.094
H -2.142 -2.481 -0.210
H -2.170 -1.203 0.805
O 2.755 -3.124 -3.067
H 3.178 -3.522 -2.302
H -0.025 2.844 3.843
O -2.469 1.239 -1.041
H -2.590 -2.930 3.354
H 4.829 2.274 2.232
O 0.696 0.443 -0.904
H 0.123 -0.078 -0.337
H 0.457 0.448 -1.833
O -2.576 -2.634 -3.735
H -1.705 -3.014 -3.832
H -2.769 1.177 -3.756
O -2.373 -4.292 -1.235
H 1.878 -3.484 -3.147
H -1.403 -4.314 -1.244
O -0.002 2.172 -3.945
H -2.570 2.126 -1.400
H 0.785 2.733 -3.871
O 2.769 4.047 -2.697
H -3.183 -3.012 -4.379
H 3.715 3.899 -2.802
O 0.840 3.055 3.515
H 2.858 4.506 -1.853
H 0.721 -1.341 2.830
O -3.515 0.602 4.423
H 4.872 -0.098 1.609
H -3.291 -0.190 4.941
O -2.023 -0.025 -3.458
H 1.696 0.477 1.882
H -2.221 -1.007 -3.561
H -1.444 -2.606 2.498
H -3.275 2.631 -3.985

* E_LUMO: -0.1117 Ha
* net charge: +1
* gap between HOMO and LUMO: 10.01 eV
* HOMO level: -13.05 eV
* energy above the lowest of the compared OMol25 structures with the same formula, charge and spin: 116.48 kcal/mol

List of Löwdin charges in e, atom by atom: number 1, O, carries 0.116; number 2, H, carries 0.064; number 3, H, carries 0.089; number 4, O, carries -0.032; number 5, H, carries 0.063; number 6, O, carries -0.051; number 7, H, carries 0.039; number 8, H, carries 0.024; number 9, O, carries -0.052; number 10, H, carries 0.017; number 11, H, carries 0.023; number 12, O, carries -0.062; number 13, H, carries 0.053; number 14, H, carries 0.052; number 15, O, carries -0.052; number 16, H, carries 0.047; number 17, H, carries 0.036; number 18, O, carries -0.072; number 19, H, carries 0.048; number 20, H, carries 0.037; number 21, O, carries -0.054; number 22, H, carries -0.005; number 23, H, carries 0.024; number 24, O, carries -0.048; number 25, H, carries 0.038; number 26, H, carries 0.031; number 27, O, carries -0.037; number 28, H, carries 0.046; number 29, H, carries 0.038; number 30, O, carries -0.039; number 31, H, carries 0.014; number 32, H, carries 0.016; number 33, O, carries -0.008; number 34, H, carries 0.064; number 35, H, carries 0.213; number 36, O, carries -0.055; number 37, H, carries 0.010; number 38, H, carries 0.048; number 39, O, carries -0.027; number 40, H, carries 0.056; number 41, H, carries 0.068; number 42, O, carries -0.052; number 43, H, carries 0.087; number 44, H, carries 0.040; number 45, O, carries -0.051; number 46, H, carries 0.043; number 47, H, carries 0.004; number 48, O, carries -0.071; number 49, H, carries 0.013; number 50, H, carries 0.033; number 51, O, carries -0.036; number 52, H, carries 0.036; number 53, H, carries 0.059; number 54, H, carries -0.017; number 55, H, carries 0.134

---

Entry 4:
CsH6O3 | ωB97M-V with the def2-TZVPD basis set

CARTESIAN COORDINATES (ANGSTROEM)
Cs 1.228 -0.153 0.452
O -1.264 -1.932 1.255
H -1.448 -1.005 1.109
H -2.124 -2.351 1.257
O 2.951 0.112 -1.919
H 2.151 0.638 -1.926
H 3.190 0.028 -2.842
O -1.503 1.293 1.156
H -0.842 1.762 0.647
H -2.339 1.608 0.812

* E_LUMO (spin up / spin down): -0.2937 / -0.6104 Ha
* net charge: +2
* spin multiplicity: 2
* gap between HOMO and LUMO (spin up / spin down): 12.67 / 2.61 eV
* expectation value of S²: 0.755
* HOMO level (spin up / spin down): -20.67 / -19.22 eV
* energy above the lowest of the compared OMol25 structures with the same formula, charge and spin: 3.24 kcal/mol

List of Löwdin charges in e, atom by atom: number 1, Cs, carries 1.342; number 2, O, carries 0.364; number 3, H, carries 0.049; number 4, H, carries 0.170; number 5, O, carries -0.065; number 6, H, carries -0.022; number 7, H, carries 0.092; number 8, O, carries -0.032; number 9, H, carries 0.010; number 10, H, carries 0.092

---

Entry 5:
C5H8 | ωB97M-V with the def2-TZVPD basis set

CARTESIAN COORDINATES (ANGSTROEM)
C -0.195 -0.743 0.865
C -1.191 -0.186 -0.158
C -0.530 1.098 -0.624
C 0.794 0.979 -0.485
C 1.165 -0.228 0.298
H -0.153 -1.828 0.936
H -0.507 -0.380 1.864
H -1.168 -0.851 -1.038
H -2.233 -0.101 0.162
H -1.090 1.855 -1.166
H 1.600 1.190 -1.181
H 1.645 -0.776 -0.616
H 1.926 -0.078 1.082

* E_LUMO: 0.0443 Ha
* SMILES: C1=CCCC1
* net charge: 0
* gap between HOMO and LUMO: 9.95 eV
* HOMO level: -8.74 eV
* energy above the lowest of the compared OMol25 structures with the same formula, charge and spin: 23.57 kcal/mol

List of Löwdin charges in e, atom by atom: number 1, C, carries -0.192; number 2, C, carries -0.211; number 3, C, carries -0.099; number 4, C, carries -0.157; number 5, C, carries -0.209; number 6, H, carries 0.094; number 7, H, carries 0.114; number 8, H, carries 0.115; number 9, H, carries 0.101; number 10, H, carries 0.094; number 11, H, carries 0.103; number 12, H, carries 0.142; number 13, H, carries 0.105

---

Entry 6:
CHINOS | ωB97M-V with the def2-TZVPD basis set

CARTESIAN COORDINATES (ANGSTROEM)
C 1.999 -0.501 0.367
N 1.092 -0.087 1.107
O 2.804 -1.274 -0.007
S 1.219 1.358 0.007
I -2.133 0.011 0.102
H -0.611 0.553 0.370

* E_LUMO: 0.1164 Ha
* net charge: -1
* gap between HOMO and LUMO: 6.69 eV
* HOMO level: -3.53 eV
* energy above the lowest of the compared OMol25 structures with the same formula, charge and spin: 27.73 kcal/mol

List of Löwdin charges in e, atom by atom: number 1, C, carries -0.830; number 2, N, carries -0.333; number 3, O, carries 0.035; number 4, S, carries 0.360; number 5, I, carries 0.232; number 6, H, carries -0.464

---

no.,F_max (Eh/bohr),E (eV)
1,0.033,-147793.429
2,0.065,-124007.463
3,0.063,-37448.381
4,0.043,-6766.377
5,0.044,-5313.145
6,0.037,-23527.246